(1)
Below is a structure of composition C46H39N4O4P2S2V, with properties calculated with ωB97M-V/def2-TZVPD.

Values from the calculation:
Energy (eV): -128422.5752
LUMO (alpha / beta) (eV): 2.4 / 2.0
2S+1: 4
Gap between HOMO and LUMO (alpha / beta) (eV): 6.296 / 6.438
Charge: -1
Expectation value of S²: 3.771

Cartesian coordinates (Å):
V -0.41652 -0.84168 0.43997
C 2.62061 0.65824 1.61042
P 2.22791 2.14584 0.52895
C 2.36456 1.58331 -1.21791
C 1.17611 1.97827 -2.05640
C 1.28888 1.89901 -3.59602
C 2.30765 0.86241 -4.12856
C 3.04782 0.04781 -3.03747
C 3.22454 0.68179 -1.69239
C 3.74204 3.18516 0.73629
C 4.87136 3.13755 -0.08028
C 5.96804 3.95533 0.16434
C 5.95658 4.83434 1.23866
C 4.84072 4.89319 2.06332
C 3.74162 4.08270 1.80741
C 1.45892 0.47163 2.53967
C 1.31611 0.75727 3.87831
C -0.08343 0.70186 4.16938
C -0.71162 0.39624 2.98915
C -2.16994 0.36099 2.61441
P -2.24010 0.99621 0.86445
C -3.94791 0.71010 0.30428
C -4.18224 0.59164 -1.06316
C -5.46625 0.37916 -1.54596
C -6.53056 0.27156 -0.65997
C -6.30457 0.37808 0.70524
C -5.02023 0.59920 1.18234
C -2.18704 2.80748 1.15527
C -1.14516 3.35174 1.91652
C -1.07086 4.72194 2.12333
C -2.01508 5.57277 1.56208
C -3.03589 5.04343 0.78624
C -3.11948 3.67062 0.58197
N 0.22549 0.24122 1.98911
H 3.53925 0.85999 2.16008
H 2.77305 -0.22823 0.99052
H 0.77044 2.92906 -1.71390
H 1.22666 2.83911 -4.13899
H 2.89848 1.15750 -4.99324
H 3.98651 -0.36999 -3.40040
H 4.02648 0.30675 -1.06070
H 4.88769 2.46072 -0.92399
H 6.83477 3.90297 -0.48410
H 6.80939 5.47528 1.42677
H 4.82159 5.57884 2.90199
H 2.86583 4.14013 2.44590
H 2.11792 0.99708 4.56266
H -0.56326 0.86901 5.12236
H -2.74449 0.99163 3.29386
H -2.59990 -0.64548 2.61243
H -3.34645 0.63573 -1.75414
H -5.63276 0.27642 -2.61113
H -7.53132 0.08798 -1.03157
H -7.12856 0.27853 1.40122
H -4.85278 0.66939 2.25060
H -0.38759 2.70646 2.34179
H -0.26226 5.12481 2.72145
H -1.95310 6.64203 1.72592
H -3.77504 5.69675 0.33798
H -3.92825 3.27206 -0.01883
C 1.17123 -4.15666 4.97065
S 2.20850 -3.80470 3.54668
C 1.09220 -3.07360 2.36546
S -0.55749 -2.80349 2.65737
N 1.77831 -2.87748 1.26144
N 1.11111 -2.12231 0.32452
C 1.60767 -2.20680 -0.90437
C 1.17805 -1.21953 -1.80168
C 1.88454 -1.04169 -3.09671
C 1.17912 -0.21331 -4.19067
C 0.16213 0.81715 -3.64968
C 0.02807 0.87172 -2.10868
N 0.25753 -0.34059 -1.34119
H 1.14778 -5.22812 5.16535
H 0.16201 -3.79941 4.76025
H 1.56260 -3.62950 5.83946
H 2.37687 -2.93673 -1.12343
H 2.24741 -2.00769 -3.44259
H 0.90689 -0.73636 -5.10416
H -0.75887 0.93439 -4.21773
H -0.92015 1.30043 -1.79872
O -4.06597 -2.68872 -0.12061
C -2.87634 -2.67880 -0.36469
O -2.07713 -1.70140 -0.01747
C -2.25301 -3.79237 -1.15971
C -2.90146 -4.21291 -2.31311
C -2.37599 -5.22850 -3.12064
C -1.20308 -5.79793 -2.69666
O -0.50316 -6.82752 -3.27963
C 0.72881 -6.88427 -2.55314
O 0.54654 -6.17400 -1.33511
C -0.57543 -5.39993 -1.53734
C -1.06156 -4.39740 -0.74045
H -3.83297 -3.73306 -2.58387
H -2.87083 -5.55656 -4.02540
H 1.51896 -6.41198 -3.14402
H 0.96550 -7.92174 -2.33327
H -0.57273 -4.09961 0.17601

---

(2)
Below is a structure of composition C46H39N6O7PTi, with properties calculated with ωB97M-V/def2-TZVPD.

Values from the calculation:
Energy (eV): -104016.8108
LUMO (alpha / beta) (eV): -0.3 / -0.3
2S+1: 3
Gap between HOMO and LUMO (alpha / beta) (eV): 5.007 / 7.713
Expectation value of S²: 2.039

Cartesian coordinates (Å):
Ti 0.15623 -1.95533 0.89349
O -4.35752 -5.75358 4.59346
N -3.67905 -4.93958 5.25903
O -3.88991 -4.73969 6.46203
C -2.64684 -4.21578 4.62277
C -1.88660 -3.35485 5.42838
C -0.86272 -2.58978 4.88986
C -0.02827 -1.71211 5.65705
C 0.95827 -1.00890 5.05859
C 1.15157 -1.12404 3.66996
N 0.39137 -1.92515 2.93907
C -0.58434 -2.63868 3.51310
C -1.36740 -3.55265 2.65500
N -1.03335 -3.58202 1.35321
C -1.64073 -4.41250 0.51628
C -2.62506 -5.26648 0.96061
C -3.00436 -5.23815 2.28160
C -2.37889 -4.35828 3.20172
H -2.11335 -3.30649 6.48272
H -0.20164 -1.62502 6.72651
H 1.59564 -0.34151 5.62653
H 1.91055 -0.56969 3.14762
H -1.32308 -4.36502 -0.51312
H -3.10270 -5.94339 0.26214
H -3.78147 -5.88452 2.64271
N 2.14845 -4.80809 2.02888
N 2.89807 -4.58359 0.87663
C 2.79593 -3.48408 0.08815
O 3.61037 -3.25204 -0.78627
O 1.77549 -2.66720 0.35015
H 2.68722 -4.63374 2.86108
H 1.80526 -5.75395 2.02954
H 3.77393 -5.05321 0.74763
C 1.62930 7.18184 -1.40709
C 2.14676 5.97530 -0.65301
C 3.49327 5.90599 -0.30487
C 3.99734 4.79959 0.37084
C 3.14280 3.77024 0.72760
C 1.79593 3.82455 0.38130
N 0.96201 2.71184 0.71796
C -0.23094 2.79895 1.41245
C -0.69019 4.02598 1.93223
C -1.92247 4.11790 2.54874
C -2.75843 3.00563 2.68742
C -2.29283 1.79821 2.21470
C -1.04623 1.67830 1.59597
C -0.61622 0.31974 1.22052
O -1.42643 -0.66694 1.29021
O 0.57342 0.06567 0.85824
C 1.28336 4.91283 -0.32756
C -0.16155 4.94571 -0.76870
H 2.40303 7.94499 -1.48878
H 0.76067 7.63637 -0.91971
H 1.31254 6.92338 -2.42304
H 4.15055 6.72953 -0.56608
H 5.04705 4.75255 0.63709
H 3.50649 2.90872 1.27586
H 1.29074 1.78737 0.50562
H -0.05912 4.90374 1.84055
H -2.24264 5.08253 2.93648
H -3.72435 3.07931 3.17420
H -2.87831 0.89615 2.33519
H -0.76808 5.64174 -0.17354
H -0.62620 3.96201 -0.68632
H -0.24133 5.27223 -1.81106
O -0.46870 -1.83123 -1.16748
P -0.24691 -0.87723 -2.34093
C 0.06400 -1.85019 -3.80624
C 0.68358 -1.33913 -4.95145
C 0.86497 -2.15493 -6.06152
C 0.44349 -3.48260 -6.02825
C -0.15439 -3.99860 -4.88554
C -0.34604 -3.18366 -3.77702
C 1.16050 0.19289 -2.22929
C 2.39139 -0.37724 -1.87963
C 3.53346 0.40595 -1.89953
C 3.46606 1.74081 -2.29662
C 2.25068 2.29928 -2.66889
C 1.09108 1.52961 -2.62609
C -1.68514 0.12827 -2.62586
C -1.92449 0.75930 -3.85224
C -3.04771 1.55613 -4.01531
C -3.94329 1.72193 -2.96101
C -3.72250 1.07921 -1.75194
C -2.59879 0.27558 -1.58124
H 1.05854 -0.31962 -4.96828
H 1.34897 -1.76025 -6.94779
H 0.59483 -4.12098 -6.89285
H -0.46669 -5.03748 -4.85191
H -0.80597 -3.58020 -2.87917
H 2.47343 -1.42074 -1.59030
H 4.48040 -0.03800 -1.61468
H 4.36499 2.34759 -2.31380
H 2.19955 3.33666 -2.97832
H 0.14338 1.98036 -2.89117
H -1.24268 0.62736 -4.68703
H -3.22960 2.04193 -4.96689
H -4.82248 2.34437 -3.09155
H -4.42499 1.19618 -0.93298
H -2.44394 -0.24421 -0.64671

---

(3)
Below is a structure of composition C46H40F15GeNO2RhS, with properties calculated with ωB97M-V/def2-TZVPD.

Values from the calculation:
Energy (eV): -165049.2885
LUMO (alpha / beta) (eV): -3.1 / -5.9
2S+1: 5
Gap between HOMO and LUMO (alpha / beta) (eV): 7.405 / 5.371
Charge: +1
Expectation value of S²: 6.036

Cartesian coordinates (Å):
Rh -0.52359 -0.86327 -1.49389
C 0.58485 4.52616 2.44061
C 0.16964 5.10183 1.07539
C 1.17017 6.19226 0.68906
C -1.23021 5.72795 1.18559
C 0.11750 3.97137 0.05797
C -0.68000 2.85993 0.33235
C -0.69329 1.79463 -0.54337
N -1.38276 0.60814 -0.45201
C -2.36750 0.19887 0.40957
C -3.08469 0.95460 1.31340
C -4.02362 0.33730 2.13753
C -4.27525 -1.04682 1.99109
C -3.65259 -1.85587 1.07347
C -2.64796 -1.22984 0.27632
O -1.96690 -1.88210 -0.60867
C -4.04863 -3.33565 0.99222
C -3.59845 -4.01962 2.29198
C -3.43815 -4.10171 -0.18622
C -5.57865 -3.43382 0.86650
C -4.76393 1.18641 3.16259
C -5.65669 0.35037 4.08087
C -3.73887 1.93550 4.03130
C -5.63938 2.20267 2.41077
C 0.20790 1.80973 -1.69233
O 0.38276 0.69304 -2.31538
C 0.89717 3.00319 -2.06727
C 0.83885 4.02945 -1.15929
C 1.72684 3.14260 -3.34849
C 1.31413 2.16128 -4.45213
C 1.56775 4.56705 -3.90760
C 3.20403 2.89992 -3.00262
H 0.69241 5.34094 3.15775
H 1.54069 4.00358 2.37182
H -0.15615 3.83214 2.83916
H 1.18980 6.95007 1.47243
H 0.89295 6.69300 -0.24023
H 2.18183 5.79479 0.58680
H -1.21824 6.51799 1.93809
H -1.97958 4.99172 1.48142
H -1.54072 6.16628 0.23566
H -1.23309 2.81791 1.25368
H -2.94803 2.01949 1.37258
H -5.01671 -1.49607 2.63302
H -2.51590 -3.96696 2.40115
H -3.88860 -5.07147 2.27214
H -4.05199 -3.55832 3.17061
H -2.35330 -4.16882 -0.12177
H -3.69853 -3.65402 -1.14600
H -3.83981 -5.11573 -0.17044
H -6.09811 -3.05887 1.74807
H -5.86175 -4.47928 0.74093
H -5.93636 -2.87949 -0.00306
H -5.08630 -0.40526 4.62434
H -6.45937 -0.14359 3.53078
H -6.12265 1.00570 4.81673
H -3.03141 1.24358 4.49152
H -4.25927 2.46984 4.82699
H -3.17462 2.67185 3.45646
H -6.38670 1.69720 1.79703
H -5.04553 2.84654 1.76037
H -6.16078 2.83743 3.12892
H 1.39151 4.92830 -1.37749
H 0.24451 2.21687 -4.66464
H 1.56378 1.13105 -4.20839
H 1.84810 2.42914 -5.36434
H 0.51538 4.82978 -4.02826
H 2.04414 4.62079 -4.88639
H 2.04157 5.32249 -3.28120
H 3.35140 1.87899 -2.64526
H 3.55354 3.59442 -2.23626
H 3.81933 3.03471 -3.89408
F 2.97879 -5.93300 -1.72423
C 3.54338 -5.22172 -2.70883
C 3.51551 -3.83823 -2.67806
C 4.03276 -3.17033 -3.77557
F 3.94000 -1.83355 -3.84647
C 4.62652 -3.83276 -4.83088
F 5.13128 -3.16617 -5.86290
C 4.67676 -5.21737 -4.80896
F 5.23753 -5.87221 -5.81457
C 4.12785 -5.91958 -3.74935
F 4.15670 -7.24712 -3.74845
Ge 2.55065 -2.82683 -1.33263
S 0.66890 -2.49508 -2.49654
C 3.47137 -1.19263 -0.78884
C 4.81035 -0.92661 -1.02460
F 5.58148 -1.80133 -1.66980
C 5.41445 0.23884 -0.58095
F 6.69621 0.47080 -0.82660
C 4.67337 1.16329 0.13600
F 5.23835 2.28356 0.56184
C 3.34172 0.91019 0.42011
F 2.62614 1.78436 1.12823
C 2.77682 -0.25831 -0.04349
F 1.48478 -0.49748 0.29446
C 2.41162 -3.77281 0.36912
C 1.32647 -3.72929 1.22123
F 0.21674 -3.04836 0.88411
C 1.31396 -4.37606 2.44429
F 0.24648 -4.31057 3.23648
C 2.42770 -5.09299 2.84264
F 2.43344 -5.71725 4.01026
C 3.54354 -5.14396 2.02362
F 4.62188 -5.81093 2.41400
C 3.52007 -4.47840 0.81471
F 4.63850 -4.49436 0.08070

---

(4)
Below is a structure of composition C46H40FeN9S6, with properties calculated with ωB97M-V/def2-TZVPD.

Values from the calculation:
Energy (eV): -161148.1607
LUMO (alpha / beta) (eV): -3.8 / -4.2
2S+1: 5
Gap between HOMO and LUMO (alpha / beta) (eV): 6.014 / 5.661
Charge: +1
Expectation value of S²: 6.103

Cartesian coordinates (Å):
Fe 0.68631 0.74284 2.27350
S -0.15739 2.15614 4.35450
C -0.47049 0.53324 4.67310
N 0.00051 -0.39186 3.85540
C -0.27809 -1.66086 4.27790
C 0.14561 -2.84236 3.68070
C -0.23139 -4.04556 4.23860
C -1.01739 -4.09166 5.38590
C -1.42529 -2.92556 6.00530
C -1.05019 -1.71436 5.45340
S -1.38769 -0.09986 6.02980
H 0.77591 -2.77116 2.80950
H 0.09951 -4.96526 3.78370
H -1.30199 -5.04626 5.80020
H -2.02069 -2.95206 6.90130
N 0.94821 2.01074 1.03220
S 0.12141 2.46134 -0.18670
N -1.67379 1.06734 -0.10450
S -1.47139 0.20404 -1.29050
N -0.31549 -0.92646 -1.25650
S 0.01741 -1.58236 0.16350
N 0.84721 -0.80346 1.12080
C -1.61189 -2.14166 0.71520
C -2.30859 -1.33256 1.59130
C -3.63969 -1.60456 1.85620
C -4.26269 -2.67996 1.24170
C -3.54979 -3.49076 0.37200
C -2.22049 -3.21776 0.09630
C 0.90431 -3.05326 -0.38430
C 1.71031 -2.95936 -1.50540
C 2.40771 -4.07646 -1.93280
C 2.30331 -5.27206 -1.23830
C 1.49661 -5.35696 -0.11520
C 0.79821 -4.24156 0.31730
C -2.95419 -0.66926 -1.81970
C -2.78819 -1.73086 -2.68600
C -3.90529 -2.40406 -3.14420
C -5.16709 -2.00396 -2.72980
C -5.31549 -0.93846 -1.85430
C -4.19929 -0.26236 -1.38860
C -0.98999 1.02534 -2.84030
C -1.38389 2.32724 -3.09110
C -0.91699 2.96544 -4.23000
C -0.06939 2.30164 -5.10300
C 0.29411 0.98844 -4.85720
C -0.16949 0.34584 -3.72280
C 1.40591 3.24064 -1.26350
C 1.91861 2.31874 -2.16290
C 2.81981 2.71904 -3.13070
C 3.20131 4.04884 -3.19070
C 2.70571 4.95604 -2.26970
C 1.81061 4.56004 -1.28440
C -0.91389 3.82074 0.41360
C -1.50629 3.56684 1.63590
C -2.28239 4.53174 2.24740
C -2.48379 5.74634 1.61030
C -1.96719 5.95674 0.34170
C -1.18779 4.98804 -0.27570
H -1.79869 -0.48116 2.02540
H -4.18959 -0.96976 2.53280
H -5.30239 -2.89126 1.44430
H -4.03009 -4.33006 -0.10620
H -1.66769 -3.82816 -0.60150
H 1.76591 -2.01936 -2.03090
H 3.03031 -4.01556 -2.81110
H 2.85261 -6.14036 -1.56720
H 1.40081 -6.28816 0.42310
H 0.16181 -4.29996 1.18550
H -1.78789 -2.01246 -2.97010
H -3.79199 -3.23126 -3.82730
H -6.04159 -2.52366 -3.09330
H -6.29939 -0.62456 -1.54160
H -4.26979 0.56534 -0.69940
H -2.02909 2.83434 -2.38700
H -1.20619 3.98604 -4.42800
H 0.31421 2.81334 -5.97150
H 0.95281 0.46994 -5.53550
H 0.13621 -0.65966 -3.48540
H 1.58171 1.29634 -2.09370
H 3.20881 2.00014 -3.83280
H 3.88351 4.37904 -3.95800
H 3.00691 5.98924 -2.31850
H 1.44411 5.26864 -0.55710
H -1.33899 2.59924 2.09010
H -2.72319 4.32914 3.21110
H -3.05489 6.52144 2.09830
H -2.17859 6.87764 -0.18010
H -0.80099 5.15424 -1.26910
C 6.31741 0.10324 -0.45910
C 5.75431 0.14844 0.90070
N 6.42451 0.02354 1.99950
N 5.53181 0.16534 2.99980
C 4.28351 0.37604 2.53390
S 2.93061 0.61594 3.47110
N 4.41931 0.36004 1.16950
N 3.43501 0.47884 0.20260
H 7.36871 -0.15426 -0.38730
H 6.21071 1.07414 -0.93760
H 5.78891 -0.62586 -1.06670
H 5.80581 0.09604 3.96820
H 2.66491 -0.17006 0.40950
H 3.01241 1.41164 0.23090